{"formula": "C40H39N4", "method": "ωB97M-V/def2-TZVPD", "lumo_ev": -3.30, "e_tot_ha": -1766.33714, "charge": 1, "species": ["C", "C", "C", "C", "N", "C", "C", "C", "C", "C", "C", "C", "C", "C", "C", "C", "C", "C", "C", "C", "N", "C", "C", "C", "C", "C", "C", "C", "C", "C", "C", "C", "C", "C", "C", "C", "C", "C", "C", "H", "H", "H", "H", "H", "H", "H", "H", "H", "H", "H", "H", "H", "H", "H", "H", "H", "H", "H", "H", "H", "H", "H", "H", "H", "H", "H", "H", "H", "C", "N", "C", "N", "C", "H", "H", "H", "H", "H", "H", "H", "H", "H", "H"], "coordinates": [[7.7007, -1.2993, -1.8976], [7.4423, -2.0273, -0.7244], [6.4375, -1.6098, 0.1417], [5.7394, -0.4301, -0.1368], [4.8692, 0.0865, 0.8694], [5.2787, 1.2043, 1.6561], [4.9953, 2.5018, 1.2239], [5.4823, 3.5888, 1.9545], [6.2777, 3.3739, 3.0911], [6.5351, 2.0649, 3.5234], [6.0549, 0.9807, 2.7935], [3.5963, -0.4715, 1.0184], [3.0332, -0.6037, 2.2990], [1.7006, -0.9553, 2.4229], [0.8682, -1.1295, 1.2911], [-0.5211, -1.5435, 1.4261], [-1.4447, -0.9825, 0.4602], [-2.4357, -1.8428, -0.0590], [-3.2569, -1.4299, -1.0982], [-3.1708, -0.1027, -1.5734], [-4.0927, 0.3452, -2.5178], [-4.4233, 1.7223, -2.6419], [-4.5470, 2.2953, -3.9280], [-4.8587, 3.6505, -4.0553], [-5.1591, 4.4126, -2.9099], [-5.0610, 3.8388, -1.6291], [-4.6850, 2.4965, -1.4913], [-4.7105, -0.5620, -3.4242], [-6.1131, -0.5757, -3.4922], [-6.7521, -1.3718, -4.4361], [-5.9842, -2.0700, -5.3885], [-4.5776, -2.0432, -5.3210], [-3.9334, -1.3254, -4.3077], [-2.2330, 0.7867, -1.0088], [-1.3472, 0.3420, -0.0411], [1.4820, -0.9819, 0.0008], [2.8530, -0.8017, -0.1273], [5.9698, 0.2887, -1.3114], [6.9248, -0.1782, -2.2181], [8.5115, -1.6125, -2.5657], [8.0241, -2.9177, -0.4769], [6.1922, -2.1548, 1.0554], [4.4121, 2.6281, 0.3135], [5.2540, 4.6040, 1.6194], [6.6995, 4.2273, 3.6344], [7.1276, 1.8844, 4.4223], [6.2674, -0.0527, 3.0752], [3.6630, -0.4253, 3.1692], [1.2572, -1.0560, 3.4082], [-0.7176, -2.5504, 1.8247], [-2.5208, -2.8554, 0.3553], [-4.0044, -2.1188, -1.4984], [-4.3793, 1.6580, -4.8093], [-4.8757, 4.0880, -5.0616], [-5.4833, 5.4488, -3.0146], [-5.2798, 4.4181, -0.7233], [-4.6052, 2.0326, -0.4988], [-6.6861, 0.0562, -2.8072], [-7.8472, -1.4265, -4.4405], [-6.4921, -2.6340, -6.1835], [-3.9760, -2.5793, -6.0627], [-2.8426, -1.2909, -4.2370], [-2.2328, 1.8253, -1.3467], [-0.5981, 1.0321, 0.3425], [0.8946, -0.9857, -0.9220], [3.3546, -0.7616, -1.0995], [5.3819, 1.1837, -1.4986], [7.0662, 0.3524, -3.1613], [-1.5414, 0.3936, 3.2175], [-1.5541, -1.0988, 3.2234], [-2.9258, -1.7240, 3.1856], [-0.7322, -1.5863, 4.2220], [-1.0584, -2.6286, 5.1833], [-2.2445, 0.7135, 2.4242], [-1.8022, 0.8561, 4.2057], [-0.5134, 0.7294, 2.9569], [-3.5908, -1.0137, 2.6679], [-2.8313, -2.6313, 2.5731], [-3.3613, -2.0253, 4.1650], [0.0014, -0.9337, 4.4525], [-0.0762, -2.9966, 5.5546], [-1.6705, -2.2499, 6.0471], [-1.5981, -3.4639, 4.6758]]}

{"formula": "C40H40BF11O36", "method": "ωB97M-V/def2-TZVPD", "lumo_ev": -0.56, "e_tot_ha": -5380.40475, "smiles": "CB(O)C1=CC(=O)C=CC1=O.O=C1OC[C@@H](F)O1.O=C1OC[C@@H](F)O1.O=C1OC[C@@H](F)O1.O=C1OC[C@@H](F)O1.O=C1OC[C@@H](F)O1.O=C1OC[C@@H](F)O1.O=C1OC[C@@H](F)O1.O=C1OC[C@@H](F)O1.O=C1OC[C@@H](F)O1.O=C1OC[C@@H](F)O1.O=C1OC[C@@H](F)O1", "species": ["C", "B", "O", "C", "C", "C", "O", "C", "C", "C", "O", "H", "H", "H", "H", "H", "H", "H", "O", "C", "O", "C", "C", "F", "O", "H", "H", "H", "O", "C", "O", "C", "C", "F", "O", "H", "H", "H", "O", "C", "O", "C", "C", "F", "O", "H", "H", "H", "O", "C", "O", "C", "C", "F", "O", "H", "H", "H", "O", "C", "O", "C", "C", "F", "O", "H", "H", "H", "O", "C", "O", "C", "C", "F", "O", "H", "H", "H", "O", "C", "O", "C", "C", "F", "O", "H", "H", "H", "O", "C", "O", "C", "C", "F", "O", "H", "H", "H", "O", "C", "O", "C", "C", "F", "O", "H", "H", "H", "O", "C", "O", "C", "C", "F", "O", "H", "H", "H", "O", "C", "O", "C", "C", "F", "O", "H", "H", "H"], "coordinates": [[3.6549, -4.2483, 2.1756], [2.8807, -2.8563, 2.2238], [3.4552, -1.6753, 2.5865], [1.3175, -2.9225, 1.8463], [0.9472, -2.9139, 0.5875], [-0.5362, -3.0218, 0.3535], [-1.1082, -2.4134, -0.4845], [-1.2306, -3.9862, 1.2868], [-0.8744, -3.9988, 2.5450], [0.2300, -3.0313, 2.9006], [0.2739, -2.4252, 3.9153], [3.4478, -4.7548, 3.1275], [4.7188, -4.1407, 1.9579], [3.1942, -4.8594, 1.3902], [3.7634, -1.1536, 1.8161], [1.6598, -2.8651, -0.2291], [-1.9910, -4.6448, 0.8806], [-1.3058, -4.6597, 3.3028], [0.9132, 0.5258, -5.7887], [0.4722, 0.3790, -4.6986], [-0.7156, -0.2073, -4.4206], [-0.8212, -0.3187, -2.9943], [0.1135, 0.7643, -2.5291], [0.7070, 0.4352, -1.3554], [1.1032, 0.7875, -3.5530], [-0.4960, -1.3098, -2.6796], [-1.8444, -0.1637, -2.6623], [-0.3432, 1.7505, -2.4427], [-0.2517, -7.9874, 3.4299], [-0.6115, -7.7019, 4.5240], [-1.0060, -6.4508, 4.8901], [-1.4843, -6.5388, 6.2397], [-0.7817, -7.7691, 6.7419], [-1.5327, -8.4310, 7.6517], [-0.6707, -8.5668, 5.5683], [-2.5698, -6.6502, 6.2330], [-1.2256, -5.6472, 6.8071], [0.2067, -7.5844, 7.1504], [-0.6143, 4.3217, -3.0308], [-0.9527, 4.5969, -1.9254], [-1.3925, 5.8155, -1.5395], [-1.8284, 5.6976, -0.1792], [-1.0517, 4.5005, 0.2978], [-1.7406, 3.7979, 1.2274], [-0.9378, 3.7189, -0.8819], [-2.9068, 5.5343, -0.1559], [-1.5983, 6.5975, 0.3838], [-0.0554, 4.7294, 0.6818], [4.1113, -0.1499, 0.4277], [4.2445, -0.2337, -0.7548], [3.3306, -0.7821, -1.5742], [3.7736, -0.5675, -2.9178], [5.2552, -0.3872, -2.7329], [5.7687, 0.4663, -3.6448], [5.3330, 0.2134, -1.4417], [3.2933, 0.3217, -3.3203], [3.5306, -1.4166, -3.5527], [5.8325, -1.3139, -2.7383], [-3.1584, 8.5701, -2.0642], [-3.0463, 8.4596, -3.2373], [-3.9747, 7.8870, -4.0442], [-3.5378, 8.0697, -5.3931], [-2.0526, 8.2565, -5.2182], [-1.5401, 9.0928, -6.1610], [-1.9642, 8.8851, -3.9540], [-4.0185, 8.9543, -5.8156], [-3.7853, 7.2061, -6.0058], [-1.4784, 7.3285, -5.2057], [-3.9673, -6.5787, -1.2314], [-3.0864, -7.3111, -0.9148], [-3.2647, -8.5873, -0.5018], [-1.9674, -9.1721, -0.3423], [-1.1049, -7.9560, -0.1419], [0.1394, -8.1442, -0.6445], [-1.7677, -6.9690, -0.9125], [-1.7003, -9.7237, -1.2452], [-1.9445, -9.8512, 0.5065], [-1.0323, -7.6170, 0.8942], [10.0149, 0.7137, 3.0788], [9.0215, 0.4519, 2.4914], [8.6350, 1.0412, 1.3283], [7.4629, 0.3603, 0.8710], [6.9277, -0.2365, 2.1446], [6.3054, -1.4180, 1.9143], [8.1064, -0.4802, 2.8925], [7.7474, -0.4051, 0.1466], [6.7694, 1.0496, 0.4002], [6.2656, 0.4210, 2.7107], [-5.1656, -9.1201, -6.2693], [-5.3472, -8.1609, -5.5988], [-4.4653, -7.6835, -4.6826], [-4.9882, -6.4457, -4.1867], [-6.4589, -6.5928, -4.4667], [-7.0378, -5.3970, -4.7407], [-6.4755, -7.3913, -5.6379], [-4.5442, -5.6161, -4.7403], [-4.7678, -6.3253, -3.1285], [-7.0212, -7.0946, -3.6770], [-4.1538, 5.3333, 3.0561], [-3.2363, 5.9681, 3.4450], [-2.6568, 5.8235, 4.6650], [-1.5059, 6.6685, 4.6971], [-1.8391, 7.6959, 3.6471], [-0.7228, 8.1446, 3.0194], [-2.6182, 6.9578, 2.7227], [-0.6193, 6.0866, 4.4382], [-1.3672, 7.1039, 5.6840], [-2.4171, 8.5461, 4.0133], [1.1873, -6.8610, 8.8837], [1.6226, -5.7889, 8.6137], [2.9157, -5.5403, 8.2993], [3.0053, -4.1657, 7.9040], [1.8020, -3.5656, 8.5824], [1.2828, -2.5448, 7.8656], [0.8801, -4.6459, 8.5836], [2.9438, -4.0944, 6.8169], [3.9415, -3.7230, 8.2349], [1.9771, -3.2365, 9.6084], [-3.7500, 14.3536, -8.0661], [-2.8148, 13.7019, -7.7502], [-2.8849, 12.4206, -7.2975], [-1.5443, 11.9422, -7.1563], [-0.7671, 13.2230, -7.0055], [0.4775, 13.1155, -7.5327], [-1.5189, 14.1364, -7.7838], [-1.2593, 11.3884, -8.0525], [-1.4507, 11.2907, -6.2951], [-0.6953, 13.5908, -5.9801]]}

{"formula": "C40H40BI2N4O7", "method": "ωB97M-V/def2-TZVPD", "lumo_ev": -4.26, "e_tot_ha": -2913.83669, "charge": 1, "species": ["C", "C", "O", "N", "C", "C", "C", "C", "N", "C", "N", "N", "C", "B", "O", "O", "C", "C", "I", "C", "C", "I", "H", "H", "H", "H", "H", "H", "H", "H", "H", "H", "H", "H", "H", "H", "H", "H", "H", "H", "H", "H", "H", "H", "H", "H", "C", "C", "C", "C", "C", "C", "C", "O", "C", "C", "C", "C", "C", "C", "C", "O", "H", "H", "H", "H", "H", "H", "H", "H", "C", "C", "C", "C", "C", "C", "C", "O", "C", "C", "C", "C", "C", "C", "C", "O", "H", "H", "H", "H", "H", "H", "H", "H"], "coordinates": [[-1.2322, -3.5835, 2.6527], [0.0676, -2.7880, 1.9643], [0.5718, -1.6648, 2.4896], [0.5810, -3.4372, 0.6618], [1.5252, -4.5784, 0.9705], [1.2483, -5.9556, 0.1161], [1.8073, -5.8738, -1.4583], [0.5384, -5.3519, -2.3541], [0.8841, -4.3779, -3.4578], [-0.4371, -3.8013, -3.9155], [-1.7427, -4.1350, -3.6545], [0.0120, -2.6225, -4.7668], [0.9104, -1.8736, -3.7669], [0.0345, -0.8538, -2.8202], [-1.0106, -0.0205, -3.5130], [0.3072, -0.7516, -1.3725], [1.6963, -3.1523, -3.1026], [3.2177, -2.9665, -3.6869], [4.3027, -4.8478, -4.0355], [4.0018, -1.9425, -2.6218], [4.5881, -2.7095, -1.2967], [5.7150, -0.9034, -3.5514], [-1.8185, -2.9210, 3.4193], [-1.9747, -3.8611, 1.7611], [-0.8196, -4.5918, 3.0833], [-0.2890, -3.8670, 0.2545], [2.6669, -4.2419, 0.9283], [1.3377, -4.8609, 2.1146], [0.1019, -6.2875, 0.1116], [1.8425, -6.8271, 0.6379], [2.0691, -6.9673, -1.8318], [2.7257, -5.1506, -1.4207], [0.0922, -6.3183, -2.8945], [-0.2975, -4.9889, -1.6158], [-2.4946, -3.3961, -3.8002], [-2.0835, -5.0443, -3.2535], [0.6008, -3.1259, -5.4776], [1.4742, -1.1367, -4.4802], [-1.6673, 0.3313, -2.8376], [0.9150, 0.0565, -1.2399], [1.6910, -3.0771, -1.9345], [3.2476, -2.3819, -4.7275], [3.2042, -1.1475, -2.2261], [4.8849, -1.8569, -0.5163], [3.7945, -3.3793, -0.7302], [5.6070, -3.2988, -1.4941], [-2.1662, 0.5672, 0.2492], [-2.9563, -0.2545, 1.0528], [-4.1858, 0.2060, 1.5267], [-4.6216, 1.4974, 1.2059], [-3.8204, 2.3276, 0.4229], [-2.5948, 1.8573, -0.0663], [-4.2473, 3.7088, 0.1196], [-3.5458, 4.4375, -0.5711], [-5.5268, 4.2016, 0.6676], [-5.9162, 5.5274, 0.4361], [-7.1310, 5.9977, 0.9395], [-7.9625, 5.1453, 1.6654], [-7.5745, 3.8258, 1.9023], [-6.3494, 3.3561, 1.4104], [-5.9316, 1.9695, 1.6968], [-6.6597, 1.2211, 2.3386], [-1.2122, 0.2051, -0.1277], [-2.6163, -1.2554, 1.3092], [-4.7996, -0.4429, 2.1492], [-1.9703, 2.4949, -0.6895], [-5.2742, 6.1984, -0.1324], [-7.4290, 7.0289, 0.7630], [-8.9122, 5.5093, 2.0514], [-8.2266, 3.1676, 2.4740], [-0.2580, 4.5393, 3.7845], [-0.7760, 3.7409, 2.7650], [0.0812, 3.1618, 1.8278], [1.4603, 3.3917, 1.9029], [1.9754, 4.2099, 2.9076], [1.1154, 4.7758, 3.8578], [3.4227, 4.4994, 2.9671], [3.8765, 5.2151, 3.8514], [4.3133, 3.9215, 1.9410], [5.6789, 4.2345, 1.9513], [6.5305, 3.6816, 0.9924], [6.0242, 2.8097, 0.0290], [4.6633, 2.5005, 0.0129], [3.8047, 3.0656, 0.9652], [2.3611, 2.7606, 0.9180], [1.9145, 1.9980, 0.0687], [-0.9250, 4.9831, 4.5203], [-1.8477, 3.5669, 2.7004], [-0.3298, 2.5355, 1.0377], [1.5119, 5.4045, 4.6531], [6.0828, 4.9119, 2.7020], [7.5896, 3.9301, 0.9991], [6.6886, 2.3731, -0.7136], [4.2744, 1.8228, -0.7453]]}